1.
11
Properties=species:S:1:pos:R:3:mulliken_charge:R:1 method="wB97M-V/def2-TZVPD" relative_energy_kcal_mol=109.59 lumo_energy_ev=0.443 total_charge=0
O 1.23 0.09 1.84 -0.518
C 0.58 0.04 0.84 0.241
C 0.83 -0.69 -0.50 -0.380
C -0.26 0.09 -1.27 -0.397
N -1.43 -0.07 -0.44 -0.354
C -0.62 0.84 0.40 -0.132
H 1.86 -0.57 -0.84 0.314
H 0.57 -1.75 -0.47 0.275
H -0.13 1.41 -0.55 0.243
H -1.47 -0.98 0.02 0.266
H -1.17 1.58 0.98 0.441

***

2.
12
Properties=species:S:1:pos:R:3:mulliken_charge:R:1 method="wB97M-V/def2-TZVPD" relative_energy_kcal_mol=21.40 lumo_energy_ev=0.711 total_charge=0 smiles="CC(=O)CC=O"
C -0.21 -0.21 -1.68 -1.081
C 0.54 -0.33 -0.38 0.551
O 1.74 -0.13 -0.33 -0.535
C -0.23 -0.49 0.92 -0.313
C 0.01 0.86 1.55 -0.075
O -0.77 1.58 2.11 -0.459
H -0.63 0.81 -1.71 0.274
H -1.05 -0.90 -1.80 0.333
H 0.50 -0.31 -2.49 0.331
H -1.27 -0.82 0.85 0.291
H 0.30 -1.20 1.56 0.296
H 1.06 1.16 1.39 0.387

***

3.
16
Properties=species:S:1:pos:R:3:mulliken_charge:R:1 method="wB97M-V/def2-TZVPD" relative_energy_kcal_mol=81.99 lumo_energy_ev="-1.069 / -1.106" total_charge=0
C -0.72 -0.08 0.90 -0.615
C -0.70 -0.47 -0.67 -0.654
C -1.08 1.36 1.17 -0.816
C 0.48 0.18 -1.21 0.570
C 1.72 -0.74 -1.40 -0.922
O 0.55 1.41 -1.34 -0.618
P -0.65 1.68 3.08 0.062
H -1.52 -0.76 1.09 0.238
H 0.24 -0.36 1.35 0.451
H -0.62 -1.60 -0.95 0.355
H -1.49 0.04 -1.18 0.321
H -0.38 1.99 0.67 0.363
H -2.05 1.64 0.92 0.454
H 2.48 -0.26 -2.10 0.307
H 1.25 -1.70 -1.93 0.276
H 2.02 -1.07 -0.34 0.228